No. 1
Computed, not measured: a single C5H9NO molecule, with wB97M-V/def2-TZVPD.

Summary:
Lowest unoccupied orbital energy ... 0.95 eV
Orbital gap ... 10.34 eV
2S+1 ... 1
Highest occupied orbital energy ... -0.3454 hartree

Geometry (Å):
O: -0.4262 2.7143 0.0958
N: 0.3437 -0.8351 -0.1207
C: -0.0014 0.5028 -0.5657
C: -0.9148 -0.6551 -0.8008
C: -0.6355 1.1230 1.8679
C: 1.3813 -1.5080 -0.8873
C: -0.3590 1.5542 0.4463
H: 2.3629 -1.1277 -0.5899
H: -1.1397 1.9367 2.3931
H: 0.3153 0.9060 2.3673
H: 1.2683 -1.3689 -1.9762
H: 0.5052 0.9059 -1.4434
H: -0.9985 -0.9990 -1.8323
H: -1.8137 -0.7756 -0.1999
H: -1.2309 0.2068 1.9180
H: 1.3431 -2.5803 -0.6722

=====

No. 2
Computed, not measured: a molecular structure, C6H8, with wB97M-V/def2-TZVPD.

Summary:
Lowest unoccupied orbital energy ... -0.67 eV
Orbital gap ... 7.65 eV
2S+1 ... 1
Highest occupied orbital energy ... -0.3058 hartree

Geometry (Å):
C: 1.5449 1.5796 -0.2615
C: -1.3128 0.3752 -0.0685
C: 1.3032 0.2785 -0.4018
C: -0.0569 -0.3319 -0.5525
C: 0.6377 -1.6019 0.0349
C: 1.9621 -1.0668 -0.0529
H: 0.4796 -2.2341 0.9374
H: -1.3603 0.8592 1.0372
H: -2.2569 -0.2892 -0.1235
H: -1.5353 1.2470 -0.7330
H: 0.7825 2.2472 -0.5027
H: 0.6170 -2.5338 -0.6475
H: 2.6595 1.8258 -0.3994
H: -0.2264 -0.5311 -1.6239

=====

No. 3
Computed, not measured: 3 unconnected molecules or ions with the total composition C4H12NO, with wB97M-V/def2-TZVPD.

Summary:
Lowest unoccupied orbital energy (spin up / spin down) ... 0.69 / -2.66 eV
Expectation value of S² ... 0.75
Orbital gap (spin up / spin down) ... 9.37 / 6.00 eV
2S+1 ... 2
Highest occupied orbital energy (spin up / spin down) ... -0.3188 / -0.3184 hartree

Geometry (Å):
O: 0.8902 1.2355 1.6003
N: 1.3489 2.9329 -0.3497
C: -0.2827 -0.3125 -0.0208
C: -0.8730 -0.8358 1.2343
C: -0.2188 -0.9466 -1.1771
C: -0.9447 -2.3073 -1.3553
H: -0.6006 -1.8853 1.2796
H: 1.4967 2.3970 0.5238
H: -1.9248 -0.7136 1.1878
H: -0.4214 -0.2228 2.0745
H: 2.1704 3.0158 -0.9419
H: -0.1939 -3.0485 -1.5494
H: 0.3008 -0.5811 -2.0644
H: -1.6373 -2.2059 -2.1759
H: 0.1937 0.7018 0.1487
H: 1.4971 1.5411 2.3221
H: 0.6286 3.7615 -0.3177
H: -1.4292 -2.5263 -0.4188

=====

No. 4
Computed, not measured: a molecular structure, C22H44O44S11, with wB97M-V/def2-TZVPD.

Summary:
Lowest unoccupied orbital energy ... -0.44 eV
Orbital gap ... 10.39 eV
2S+1 ... 1
Highest occupied orbital energy ... -0.3982 hartree

Geometry (Å):
S: -1.6631 -3.1037 -4.5403
S: 3.1978 -10.9070 -8.2327
S: 8.5218 -6.8007 -4.9832
S: 3.8683 -8.0256 -1.3217
S: -1.1930 -10.1702 -11.8311
S: -1.7436 -11.3105 -1.6164
S: 2.8608 -5.5425 -9.5389
S: 6.4938 -2.8047 -6.5412
S: -2.4780 -7.5253 -7.9997
S: 1.5234 -6.0815 -4.3965
S: -0.5970 -12.3873 -5.1791
O: -2.6566 -6.0448 -8.5418
O: -0.5081 -9.7571 -10.4701
O: -3.4114 -8.1728 -9.1289
O: 8.5713 -7.2416 -3.4501
O: 9.0094 -5.4891 -5.0852
O: 1.3448 -5.6804 -10.0187
O: -1.1879 -12.6092 -1.7096
O: 8.9722 -7.8576 -5.8138
O: 3.0352 -6.3286 -8.3812
O: 6.0470 -4.3275 -6.5561
O: 3.9259 -6.6362 -1.5896
O: -1.2067 -4.4123 -5.3018
O: 0.4294 -12.7919 -4.3008
O: -1.9342 -3.3887 -3.2108
O: 2.2687 -11.0412 -6.9025
O: 6.9262 -6.7716 -5.0191
O: -0.3720 -12.9766 -6.6342
O: -1.9514 -12.5464 -4.8533
O: -1.3882 -8.6728 -12.3742
O: -1.1501 -7.9496 -8.1901
O: 0.8129 -6.1486 -3.1781
O: -1.1668 -10.6701 -0.2434
O: 2.5681 -8.3641 -0.4925
O: 2.5972 -4.0160 -9.1533
O: 6.9553 -2.4216 -5.2638
O: 5.0156 -2.2497 -6.7643
O: 4.9062 -8.3151 -0.1482
O: 3.9589 -8.9431 -2.4007
O: 3.6186 -12.1732 -8.6964
O: 0.6716 -6.7773 -5.5405
O: 2.5825 -9.9547 -9.0697
O: 4.3524 -10.2744 -7.3402
O: -0.3745 -10.8820 -5.6079
O: -3.0801 -7.7352 -6.7398
O: -3.1282 -11.0700 -1.7267
O: -0.2540 -10.8510 -12.6428
O: -0.9806 -10.3224 -2.5981
O: 7.2516 -2.5438 -7.7048
O: -0.2216 -2.4240 -4.7428
O: 3.7146 -5.6249 -10.6629
O: -2.6122 -2.4052 -5.3307
O: -2.4718 -10.7271 -11.6110
O: 1.9384 -4.7922 -4.8227
O: 2.7135 -7.1163 -4.4287
C: 0.0513 -2.6014 -6.1328
C: -0.2819 -7.8873 -11.9437
C: -4.0869 -5.9520 -8.8226
C: 2.8130 -8.1481 0.9116
C: 2.7108 -7.9732 -5.5716
C: 0.2779 -8.5577 -10.6879
C: 0.0978 -10.1082 -0.5491
C: 6.4492 -7.9071 -4.2987
C: 4.2360 -8.6402 1.0845
C: 0.9145 -4.4784 -10.7138
C: -0.8441 -10.6665 -6.9457
C: -0.4891 -4.0282 -6.4790
C: 1.2951 -7.9306 -6.1226
C: -0.9131 -12.0677 -7.5985
C: 1.9887 -3.4186 -10.3273
C: 4.5065 -11.1307 -6.1699
C: 7.5428 -8.1860 -3.2188
C: -4.1962 -7.1566 -9.7478
C: 4.8295 -4.4080 -5.8067
C: 3.0788 -11.7557 -5.9775
C: 0.0657 -9.5467 -1.9713
C: 4.0468 -3.1587 -6.2040
H: 2.9753 -8.9851 -5.2747
H: 1.2504 -8.9683 -10.9809
H: -5.2254 -7.5010 -9.8592
H: -0.1026 -10.0716 -7.4679
H: -4.6101 -6.0511 -7.8758
H: 7.1492 -8.1372 -2.2067
H: -1.1797 -3.9138 -7.3143
H: 1.1580 -7.7951 -7.1895
H: 0.3477 -9.3340 0.1669
H: -0.5593 -1.8866 -6.6890
H: 4.8256 -10.4208 -5.4118
H: -4.3092 -5.0654 -9.4058
H: -0.2868 -8.5193 -1.9475
H: 5.0832 -4.4162 -4.7417
H: -1.9534 -12.3624 -7.7539
H: 0.8289 -10.9201 -0.4870
H: 5.4719 -7.7053 -3.8790
H: 0.4426 -7.6542 -12.7237
H: 0.8191 -8.8451 -5.7699
H: 4.8213 -8.1779 1.8752
H: 4.2866 -9.7184 1.2565
H: 0.4678 -8.0351 -9.7657
H: 3.5078 -7.6402 -6.2391
H: -0.4368 -12.1261 -8.5715
H: 2.8007 -3.3586 -11.0506
H: -1.7646 -10.1128 -6.7930
H: 6.4248 -8.7440 -4.9999
H: 3.1439 -12.8195 -6.1896
H: 0.9825 -9.7829 -2.4997
H: 2.7023 -11.5705 -4.9762
H: 1.0841 -2.4327 -6.4201
H: 2.0300 -8.6509 1.4634
H: 4.3196 -5.3477 -5.9844
H: -0.0786 -4.2441 -10.3455
H: 1.6691 -2.4267 -10.0312
H: -0.6615 -6.8864 -11.7051
H: 3.4539 -2.6481 -5.4503
H: 7.9001 -9.2077 -3.3641
H: 2.8265 -7.0696 1.0891
H: 3.3678 -3.3920 -7.0275
H: 0.9637 -4.7663 -11.7606
H: 5.2652 -11.8836 -6.3626
H: 0.2548 -4.8014 -6.6072
H: -3.8551 -6.8949 -10.7502

=====

No. 5
Computed, not measured: a single C7H15N4P molecule, with wB97M-V/def2-TZVPD.

Summary:
Lowest unoccupied orbital energy ... 0.99 eV
Orbital gap ... 9.09 eV
2S+1 ... 1
Highest occupied orbital energy ... -0.2975 hartree

Geometry (Å):
P: -0.6913 -0.6970 -0.9334
N: -1.5988 0.2773 0.1756
N: 0.3186 0.5356 -1.5205
N: -1.3948 1.5771 0.4145
N: 0.6122 -1.4876 0.3953
C: -0.3575 1.4928 -2.3838
C: -2.2045 1.9008 1.3965
C: 1.5649 0.0717 -2.1078
C: 1.0301 -0.4823 1.3401
C: -2.9574 0.7930 1.8242
C: 0.0985 -2.6770 1.0182
C: -2.5437 -0.2297 1.0095
H: 1.9609 -0.8112 1.8113
H: -2.2367 2.9079 1.7638
H: 2.2414 0.9211 -2.1950
H: -3.6871 0.7565 2.6073
H: -0.4756 1.1220 -3.4115
H: -1.3377 1.7355 -1.9756
H: 0.2362 2.4078 -2.4112
H: 2.0035 -0.6730 -1.4469
H: 1.4265 -0.3646 -3.1070
H: 1.2172 0.4507 0.8106
H: -2.8326 -1.2621 0.9587
H: -0.3446 -3.3258 0.2633
H: -0.6429 -2.4802 1.8065
H: 0.2936 -0.2984 2.1342
H: 0.9422 -3.2039 1.4786

=====

No. 6
Computed, not measured: a single C5H9NO molecule, with wB97M-V/def2-TZVPD.

Summary:
Lowest unoccupied orbital energy (spin up / spin down) ... 0.94 / 1.01 eV
Orbital gap (spin up / spin down) ... 8.05 / 7.01 eV
2S+1 ... 1
Highest occupied orbital energy (spin up / spin down) ... -0.2610 / -0.2205 hartree

Geometry (Å):
O: 0.5122 -0.3673 -0.9548
N: -0.4139 1.6230 -1.4993
C: 1.1489 -2.5272 -0.0714
C: 0.1277 -1.4633 -0.2333
C: -0.2429 1.0178 0.8733
C: -0.0855 0.7326 -0.5081
C: -0.9827 2.0205 1.3935
H: -1.0850 2.1388 2.4604
H: 0.6763 -3.4509 0.2643
H: 1.9173 -2.2615 0.6641
H: 1.6692 -2.7229 -1.0194
H: -1.5364 2.7157 0.7741
H: 0.2705 0.3319 1.5367
H: -0.9120 2.4664 -1.2641
H: -0.9077 -1.6077 0.0207
H: -0.1559 1.3540 -2.4369

=====

No. 7
Computed, not measured: a single H2O molecule, with wB97M-V/def2-TZVPD.

Summary:
Lowest unoccupied orbital energy ... 1.08 eV
Orbital gap ... 12.57 eV
2S+1 ... 1
Highest occupied orbital energy ... -0.4224 hartree

Geometry (Å):
O: -0.1058 -0.1842 -0.2746
H: -0.7435 0.1419 0.4130
H: 0.8493 0.0423 -0.1384

=====

No. 8
Computed, not measured: a gas-phase ion, C22H15F3N2O4PS2 (charge -1), with wB97M-V/def2-TZVPD.

Summary:
Lowest unoccupied orbital energy ... 2.39 eV
Net charge ... -1
Orbital gap ... 5.40 eV
2S+1 ... 1
Highest occupied orbital energy ... -0.1108 hartree

Geometry (Å):
S: -1.5960 2.4210 0.4880
S: -2.7275 1.7233 -2.3633
P: 0.5427 0.0448 0.7677
F: -3.7167 3.8295 -0.6494
F: -3.4618 4.1944 1.4931
F: -2.1102 5.1558 0.0332
O: -3.4386 2.5993 -3.2461
O: 0.7079 3.1018 -1.6604
O: -3.4287 0.7998 -1.5108
O: 0.7802 0.1749 -0.6987
N: 1.9002 3.3835 1.7137
N: -1.5340 2.5441 -1.4964
C: 4.4071 -0.8484 1.5499
C: -1.7290 -0.3229 -3.9717
C: 0.8647 0.7789 -3.6008
C: 2.0503 -0.3620 1.6862
C: -0.9114 -3.7406 0.7740
C: -0.2570 -2.5502 0.4416
C: 3.1708 -1.3944 3.5687
C: 1.0169 2.6316 1.5415
C: -0.5017 -1.3827 1.1892
C: -0.2724 1.4064 -3.0900
C: 2.0007 -0.9044 2.9797
C: 3.2414 -0.3565 0.9612
C: -2.8084 4.0458 0.3277
C: -1.4247 -1.4013 2.2505
C: -0.5867 -0.9986 -4.4036
C: -0.2471 2.4500 -2.0448
C: 0.6969 -0.4412 -4.2478
C: -0.0784 1.6540 1.4249
C: -1.8457 -3.7642 1.8193
C: 4.3742 -1.3693 2.8498
C: -1.5286 0.8772 -3.3065
C: -2.0930 -2.6004 2.5568
H: 0.4636 -2.5213 -0.3834
H: 3.2280 0.0030 -0.0699
H: -1.6172 -0.5026 2.8297
H: 5.2892 -1.7586 3.3060
H: 1.5854 -0.9651 -4.5914
H: -2.8013 -2.6300 3.3858
H: -2.3641 -4.6936 2.0574
H: -2.7410 -0.7013 -4.0937
H: 5.3373 -0.8306 0.9827
H: -0.6844 -4.6564 0.2214
H: -0.4629 1.4043 2.4378
H: -0.7042 -1.9829 -4.8564
H: 1.0422 -0.9829 3.4981
H: 1.8412 1.2469 -3.4303
H: 3.1322 -1.8078 4.5800

=====

No. 9
Computed, not measured: a single C3H5NO2S molecule, with wB97M-V/def2-TZVPD.

Summary:
Lowest unoccupied orbital energy ... 0.72 eV
Orbital gap ... 10.03 eV
2S+1 ... 1
Highest occupied orbital energy ... -0.3419 hartree

Geometry (Å):
S: 1.6641 -0.0369 -0.2994
O: -0.7660 1.0939 -0.8109
O: -0.6689 -1.3742 0.0353
N: -1.7306 0.6788 0.1172
C: -1.5876 -0.4681 0.5161
C: 0.4322 1.3509 -0.0776
C: 0.5821 -1.1981 0.6164
H: 0.4488 -0.6503 1.5393
H: 0.1989 1.5715 0.9418
H: 0.9888 2.0753 -0.5939
H: -2.3728 -0.8677 1.2835
H: 1.1430 -2.1553 0.6750

=====

No. 10
Computed, not measured: a gas-phase ion, C4H6N3O (charge +1), with wB97M-V/def2-TZVPD.

Summary:
Lowest unoccupied orbital energy ... -4.68 eV
Net charge ... +1
Orbital gap ... 8.32 eV
2S+1 ... 1
Highest occupied orbital energy ... -0.4777 hartree

Geometry (Å):
O: 0.1013 -2.1572 -0.0809
N: 3.4891 0.7006 0.1624
N: -1.0669 -0.3280 0.2087
N: 1.5667 -0.4315 0.0875
C: 0.2706 -0.9927 0.0755
C: -2.1487 0.0862 0.1467
C: 2.2107 0.8575 0.0325
C: -3.4589 0.4750 -0.0863
H: -3.1143 1.1497 -0.8441
H: -4.0738 0.9682 0.6848
H: 4.1164 -0.2150 0.0612
H: 2.1294 -1.4033 -0.1312
H: -4.1021 -0.2297 -0.5895
H: 4.0806 1.5203 0.2726

=====

No. 11
Computed, not measured: a single C3H7N3 molecule, with wB97M-V/def2-TZVPD.

Summary:
Lowest unoccupied orbital energy ... 0.84 eV
Orbital gap ... 10.11 eV
2S+1 ... 1
Highest occupied orbital energy ... -0.3407 hartree

Geometry (Å):
N: -1.0733 -2.5914 -0.8050
N: -1.5972 0.2587 -0.2996
N: 1.2631 1.3826 0.6512
C: -0.7372 -1.6410 -0.2449
C: -0.3169 -0.4551 0.4072
C: 1.1046 0.0725 0.0430
H: -1.5940 0.3247 -1.3244
H: 0.5402 1.9917 0.2849
H: -0.3396 -0.4985 1.5220
H: 2.1615 1.7960 0.4181
H: -2.5350 -0.0870 -0.0534
H: 1.9027 -0.5814 0.4509
H: 1.2212 0.0283 -1.0499

=====

For each record above, in turn, the calculated energy relative to the best compared isomer or geometry (same formula, charge and spin) values are 188.1; 506.7; 281.1; 83.1; 0.0; 402.0; 13.9; 230.2; 345.5; 289.3; 159.5 kJ/mol.
For each record above, in turn, the calculated M values are 99.13; 80.13; 90.15; 1365.29; 186.20; 99.13; 18.02; 523.47; 119.14; 112.11; 85.11 g mol⁻¹.